This record from the OMol25 dataset describes C14H29Br2F3NbO as an isolated structure. The level of theory is the ωB97M-V functional and the def2-TZVPD basis.

The LUMO energy comes out at 0.091 Ha. The calculation puts the gap between HOMO and LUMO at 7.04 eV. The charge is -1. As for the total energy: -166817.852 eV. Its highest occupied orbital energy is -4.6 eV.

Structure (XYZ):
```
50
C14H29Br2F3NbO (the ωB97M-V functional and the def2-TZVPD basis)
H 4.25 1.03 -1.93
H -2.43 -2.45 -2.51
H 5.38 -1.11 0.61
Br 0.83 4.06 -0.52
H 1.67 -1.06 2.62
H 0.71 -2.89 1.13
H 2.82 0.01 -2.16
C 3.32 0.68 -1.47
F -1.78 4.40 1.53
C -2.50 -1.61 -3.18
C -3.51 -1.99 2.69
F -1.80 5.18 -0.44
H -2.59 0.43 -2.53
H 3.52 0.64 0.69
H -2.88 -0.73 1.13
H -1.42 1.20 0.55
Nb 0.73 -1.04 1.05
C -0.24 -1.20 -0.99
H -3.28 -2.99 3.05
C -2.46 -1.59 1.64
H -2.35 -2.39 0.91
C -0.65 1.90 0.85
H -2.03 -1.82 -4.13
H 5.77 0.39 -0.25
H 1.02 1.49 2.10
H -3.55 -1.42 -3.35
C -1.85 -0.36 -2.54
H -1.30 -0.18 2.79
H 0.46 -0.74 -1.70
C 3.64 -0.04 -0.15
H 5.25 -0.98 -1.17
H -1.01 2.29 1.79
Br -3.67 3.38 -0.12
H 2.55 -1.71 -0.97
F -1.18 2.53 -1.34
H -0.95 -1.84 3.12
C -1.15 -1.15 2.30
C 5.11 -0.47 -0.22
H -0.98 -0.04 -3.11
H 3.31 -2.04 0.54
C -1.90 4.05 0.27
C 0.72 1.26 1.08
H -4.52 -1.94 2.30
H -0.28 -2.25 -1.30
C -0.77 3.04 -0.15
C 2.73 -1.28 0.02
H -3.42 -1.33 3.54
H 1.50 1.71 0.47
O -1.53 -0.59 -1.20
H 2.68 1.55 -1.35
```

---

This record from the OMol25 dataset describes C5H8NO as an isolated structure. The level of theory is the ωB97M-V functional and the def2-TZVPD basis.

The LUMO energy comes out at -0.242 Ha. The calculation puts the gap between HOMO and LUMO at 8.64 eV. The charge is +1. As for the total energy: -8839.657 eV. Its highest occupied orbital energy is -15.2 eV.

Structure (XYZ):
```
15
C5H8NO (the ωB97M-V functional and the def2-TZVPD basis)
N 3.32 -1.30 0.96
H -0.98 1.22 -2.05
C 2.20 -1.34 1.18
O 0.93 -1.43 1.43
H -1.00 -1.57 0.72
H -1.21 -0.64 -1.76
H -0.77 2.33 0.39
H -2.21 0.58 -1.20
H 0.07 1.19 1.59
C -1.18 0.39 -1.39
C -0.07 1.60 0.51
H 0.83 1.80 -0.01
C -0.31 0.48 -0.27
C 0.04 -1.34 0.41
H 0.31 -1.99 -0.52
```

---

This record from the OMol25 dataset describes a 2-piece molecular cluster, CHN3O3 overall. The level of theory is the ωB97M-V functional and the def2-TZVPD basis.

The LUMO energy comes out at -0.132 Ha. The calculation puts the gap between HOMO and LUMO at 6.86 eV. The charge is 0. As for the total energy: -11654.651 eV. Its highest occupied orbital energy is -10.4 eV.

Structure (XYZ):
```
8
CHN3O3 (the ωB97M-V functional and the def2-TZVPD basis)
N -0.12 -1.31 -0.02
O 3.92 0.34 0.40
C 2.62 -1.21 -0.62
N 3.13 -0.51 0.16
O 0.13 -0.35 -1.04
N 0.73 -2.03 0.44
H -0.68 0.18 -0.93
O -1.29 -1.48 0.35
```